(1)
ORCA calculation (ωB97M-V with the def2-TZVPD basis set) on a cluster of 10 separate species, C55H56F4N11O4P in total.

Element x y z (Å)
N1 -5.915 -6.138 0.164
P1 -4.798 -5.110 0.381
O1 -3.816 -5.009 -0.877
O2 -5.350 -3.609 0.529
C1 -3.771 -5.348 1.864
C2 -4.288 -5.212 3.102
C3 -5.702 -4.866 3.453
C4 -6.556 -6.128 3.754
N2 -7.963 -5.879 3.410
C5 -3.388 -5.521 4.262
O3 -3.823 -5.923 5.316
C6 -1.936 -5.309 4.059
C7 -1.426 -5.431 2.838
C8 0.054 -5.248 2.589
F1 0.653 -6.439 2.332
F2 0.635 -4.736 3.712
C9 0.453 -4.277 1.464
F3 0.151 -4.765 0.246
F4 -0.237 -3.117 1.647
C10 -2.352 -5.791 1.717
O4 -1.976 -6.439 0.772
H1 -5.943 -6.867 0.861
H2 -3.067 -4.415 -0.728
H3 -4.653 -2.985 0.776
H4 -6.184 -4.321 2.643
H5 -5.695 -4.213 4.330
H6 -6.160 -6.947 3.145
H7 -6.427 -6.397 4.801
H8 -8.278 -6.570 2.740
H9 -8.547 -6.017 4.226
H10 -1.325 -5.071 4.922
H11 1.528 -4.082 1.516
N3 1.741 0.609 -0.317
C11 1.241 -0.600 -0.072
C12 1.426 -1.692 -0.907
C13 2.165 -1.517 -2.067
C14 2.689 -0.264 -2.337
C15 2.450 0.763 -1.434
H12 0.666 -0.695 0.842
H13 0.999 -2.654 -0.669
H14 2.330 -2.344 -2.746
H15 3.274 -0.080 -3.228
H16 2.848 1.758 -1.604
N4 2.719 4.393 -1.465
C16 2.457 5.621 -1.908
C17 3.008 6.768 -1.351
C18 3.872 6.634 -0.272
C19 4.135 5.362 0.209
C20 3.541 4.284 -0.426
H17 1.776 5.677 -2.751
H18 2.765 7.740 -1.757
H19 4.327 7.503 0.186
H20 4.800 5.191 1.046
H21 3.737 3.273 -0.081
N5 -3.003 4.170 -1.470
C21 -1.674 4.106 -1.539
C22 -0.831 5.096 -1.058
C23 -1.397 6.215 -0.470
C24 -2.778 6.297 -0.387
C25 -3.532 5.251 -0.900
H22 -1.264 3.220 -2.010
H23 0.237 4.982 -1.148
H24 -0.771 7.010 -0.084
H25 -3.265 7.151 0.064
H26 -4.616 5.279 -0.853
N6 7.199 3.917 1.890
C26 6.537 2.780 2.097
C27 7.065 1.523 1.855
C28 8.359 1.436 1.368
C29 9.068 2.609 1.156
C30 8.445 3.818 1.432
H27 5.521 2.884 2.466
H28 6.471 0.636 2.039
H29 8.809 0.473 1.161
H30 10.082 2.587 0.780
H31 8.966 4.756 1.272
N7 0.491 4.263 -4.482
C31 -0.653 4.679 -5.021
C32 -0.941 4.580 -6.375
C33 0.010 4.019 -7.212
C34 1.205 3.580 -6.663
C35 1.394 3.724 -5.297
H32 -1.372 5.111 -4.333
H33 -1.888 4.933 -6.758
H34 -0.177 3.923 -8.274
H35 1.975 3.135 -7.278
H36 2.314 3.393 -4.825
N8 12.573 1.375 2.311
C36 13.883 1.190 2.168
C37 14.840 2.068 2.656
C38 14.413 3.203 3.326
C39 13.052 3.410 3.481
C40 12.178 2.468 2.959
H37 14.179 0.292 1.636
H38 15.892 1.864 2.512
H39 15.128 3.913 3.720
H40 12.671 4.282 3.995
H41 11.106 2.591 3.064
N9 -7.564 -0.961 1.899
C41 -7.466 0.361 1.770
C42 -7.801 1.047 0.612
C43 -8.260 0.320 -0.475
C44 -8.365 -1.056 -0.359
C45 -8.009 -1.645 0.845
H42 -7.100 0.896 2.641
H43 -7.701 2.123 0.567
H44 -8.530 0.813 -1.400
H45 -8.721 -1.654 -1.183
H46 -8.077 -2.719 0.975
N10 -11.087 -1.091 -2.304
C46 -11.553 -2.223 -2.827
C47 -12.852 -2.378 -3.286
C48 -13.716 -1.299 -3.195
C49 -13.246 -0.115 -2.652
C50 -11.928 -0.064 -2.223
H47 -10.849 -3.047 -2.877
H48 -13.175 -3.323 -3.702
H49 -14.739 -1.380 -3.542
H50 -13.885 0.753 -2.559
H51 -11.524 0.846 -1.791
N11 5.824 -1.882 1.257
C51 6.429 -3.067 1.310
C52 6.715 -3.834 0.190
C53 6.350 -3.347 -1.054
C54 5.718 -2.116 -1.126
C55 5.482 -1.426 0.053
H52 6.696 -3.417 2.301
H53 7.210 -4.790 0.296
H54 6.555 -3.916 -1.952
H55 5.413 -1.694 -2.074
H56 4.990 -0.459 0.037

Summary:
- E: -3773.4908 Eh
- SMILES: N=P(O)(O)C1=C(CCN)C(=O)C=C(C(F)(F)C(F)F)C1=O.c1ccncc1.c1ccncc1.c1ccncc1.c1ccncc1.c1ccncc1.c1ccncc1.c1ccncc1.c1ccncc1.c1ccncc1
- E_HOMO: -9.15 eV

(2)
ORCA calculation (ωB97M-V with the def2-TZVPD basis set) on the ion C5H10NO with charge +1 in a non-equilibrium geometry.

Element x y z (Å)
O1 0.328 0.515 -1.786
C1 1.501 0.733 -1.496
C2 1.968 0.633 -0.072
C3 1.129 -0.431 0.773
C4 -0.374 -0.030 0.756
C5 -1.341 -0.956 0.569
N1 -2.590 -0.379 0.029
H1 2.162 1.152 -2.175
H2 3.079 0.458 0.007
H3 1.883 1.751 0.238
H4 1.325 -1.457 0.345
H5 1.448 -0.507 1.796
H6 -0.700 1.017 0.820
H7 -1.163 -2.004 0.309
H8 -3.343 -0.985 0.289
H9 -2.478 -0.083 -0.933
H10 -2.835 0.573 0.529

Summary:
- E: -326.1956 Eh
- SMILES: [NH3+]/C=C/CCC=O
- E_HOMO: -13.39 eV
- Energy above the lowest of the compared OMol25 structures with the same formula, charge and spin: 2.3463 eV
- Charge: +1

(3)
ORCA calculation (ωB97M-V with the def2-TZVPD basis set) on a structure of composition C12H34B4BrN2O7P in a non-equilibrium geometry.

Element x y z (Å)
O1 0.038 -0.390 -1.034
B1 -0.303 0.766 -0.341
O2 -0.226 0.786 1.023
B2 -0.785 2.173 -1.210
O3 -0.885 2.254 -2.603
B3 -0.139 3.301 -3.073
Br1 1.156 3.062 -4.472
O4 -0.200 4.526 -2.436
B4 -0.083 4.311 -1.071
P1 1.382 5.080 -0.035
O5 0.632 5.222 1.402
O6 2.125 3.603 0.167
O7 -0.943 3.375 -0.513
H1 0.842 -0.214 -1.538
H2 0.653 0.544 1.327
H3 -0.201 4.737 1.446
H4 3.013 3.674 -0.189
C1 -3.920 1.232 0.134
C2 -4.841 0.927 1.304
N1 -5.478 -0.372 1.203
C3 -6.545 -0.564 2.168
C4 -6.182 -0.588 3.659
C5 -4.576 -1.497 1.018
C6 -3.489 -1.734 2.076
H5 -4.450 1.148 -0.816
H6 -3.538 2.250 0.224
H7 -3.060 0.560 0.112
H8 -5.633 1.680 1.326
H9 -4.270 1.052 2.238
H10 -7.068 -1.490 1.914
H11 -7.273 0.237 2.006
H12 -5.698 -1.520 3.947
H13 -7.091 -0.498 4.257
H14 -5.526 0.238 3.934
H15 -4.087 -1.377 0.049
H16 -5.187 -2.397 0.913
H17 -3.000 -0.806 2.374
H18 -2.718 -2.391 1.669
H19 -3.882 -2.214 2.971
C7 5.076 0.419 -0.050
C8 4.283 -0.874 -0.161
N2 4.066 -1.298 -1.533
C9 3.087 -2.365 -1.652
C10 3.405 -3.732 -1.033
C11 5.263 -1.436 -2.345
C12 6.349 -2.410 -1.865
H20 4.599 1.216 -0.624
H21 5.127 0.732 0.993
H22 6.101 0.306 -0.404
H23 3.297 -0.715 0.287
H24 4.776 -1.645 0.452
H25 2.860 -2.502 -2.713
H26 2.161 -1.997 -1.199
H27 4.129 -4.291 -1.625
H28 2.494 -4.331 -0.990
H29 3.787 -3.643 -0.016
H30 5.714 -0.447 -2.450
H31 4.949 -1.710 -3.354
H32 6.533 -2.321 -0.794
H33 7.288 -2.194 -2.377
H34 6.096 -3.447 -2.079

Summary:
- E: -4128.9535 Eh
- E_HOMO: -8.08 eV
- Energy above the lowest of the compared OMol25 structures with the same formula, charge and spin: 0.0000 eV

(4)
ORCA calculation (ωB97M-V with the def2-TZVPD basis set) on the molecule C20H24ClN3O3S.

Element x y z (Å)
O1 0.254 1.833 -3.355
C1 -0.391 0.964 -2.785
N1 0.195 -0.062 -2.145
C2 -0.469 -1.073 -1.348
H1 -1.517 -1.156 -1.631
C3 0.205 -2.440 -1.557
N2 1.633 -2.426 -1.324
C4 2.240 -1.421 -2.174
C5 1.640 -0.027 -1.979
H2 2.036 0.673 -2.716
H3 1.872 0.362 -0.982
H4 3.313 -1.386 -1.979
H5 2.088 -1.740 -3.210
C6 1.997 -2.309 0.083
C7 1.514 -3.511 0.850
C8 1.877 -4.786 0.433
C9 1.440 -5.900 1.125
C10 0.638 -5.753 2.245
C11 0.270 -4.486 2.664
C12 0.703 -3.370 1.967
H6 0.409 -2.383 2.294
H7 -0.358 -4.365 3.535
H8 0.299 -6.623 2.788
H9 1.727 -6.888 0.793
H10 2.497 -4.892 -0.444
H11 1.613 -1.393 0.557
H12 3.091 -2.275 0.126
H13 -0.256 -3.173 -0.893
H14 0.050 -2.761 -2.592
H15 -0.421 -0.789 -0.290
C13 -1.913 1.074 -2.767
C14 -2.353 1.709 -1.440
N3 -1.430 2.727 -0.974
S1 -0.386 2.344 0.272
O2 0.981 2.485 -0.132
O3 -0.793 1.095 0.857
C15 -0.783 3.666 1.406
C16 -0.012 4.812 1.411
C17 -0.346 5.856 2.256
C18 -1.456 5.729 3.081
C19 -2.229 4.575 3.077
C20 -1.885 3.538 2.228
H16 -2.452 2.622 2.202
H17 -3.083 4.496 3.730
Cl1 -1.880 7.025 4.134
H18 0.243 6.759 2.279
H19 0.847 4.865 0.761
H20 -0.930 3.182 -1.725
H21 -2.399 0.963 -0.644
H22 -3.343 2.165 -1.552
H23 -2.172 1.745 -3.589
H24 -2.415 0.122 -2.927

Summary:
- E: -2024.8941 Eh
- SMILES: O=C(CCNS(=O)(=O)c1ccc(Cl)cc1)N1CCN(Cc2ccccc2)CC1
- E_HOMO: -8.28 eV
- Energy above the lowest of the compared OMol25 structures with the same formula, charge and spin: 0.9736 eV

(5)
ORCA calculation (ωB97M-V with the def2-TZVPD basis set) on a structure of composition C4H5LiMnO5 in a non-equilibrium geometry.

Element x y z (Å)
O1 -0.531 2.698 -2.128
C1 -0.357 2.704 -0.903
O2 -0.426 3.602 -0.094
O3 -0.068 1.376 -0.403
C2 -0.417 -0.434 1.063
C3 -0.688 0.924 0.618
Li1 -0.642 5.456 -0.255
H1 -1.068 -0.697 1.905
H2 -0.742 -1.080 0.227
H3 0.642 -0.297 1.425
H4 -1.571 1.475 0.959
Mn1 -0.567 1.731 -3.670
O4 1.065 -2.873 0.364
C4 1.221 -4.043 0.551
O5 2.133 -4.806 0.042
H5 2.017 -5.734 0.301

Summary:
- Spin multiplicity: 7
- E: -1688.9352 Eh
- <S²>: 12.01
- E_HOMO (spin up / spin down): -15.70 / -19.30 eV
- Energy above the lowest of the compared OMol25 structures with the same formula, charge and spin: 0.0000 eV
- Charge: +3

(6)
ORCA calculation (ωB97M-V with the def2-TZVPD basis set) on a structure of composition C29H44AsN9O10SY in a non-equilibrium geometry.

Element x y z (Å)
Y1 -0.127 -0.540 0.693
N1 1.483 -1.817 -4.965
C1 0.730 -2.590 -3.936
C2 -0.368 -1.741 -3.308
C3 -1.261 -2.629 -2.429
N2 -1.706 -1.887 -1.218
C4 -0.533 -3.909 -2.002
C5 0.922 -3.645 -1.631
N3 0.918 -2.791 -0.411
C6 1.689 -3.051 -2.835
H1 0.875 -1.561 -5.743
H2 2.236 -2.386 -5.353
H3 1.918 -0.879 -4.548
H4 0.297 -3.451 -4.447
H5 -0.972 -1.236 -4.066
H6 0.106 -0.981 -2.685
H7 -2.133 -2.926 -3.016
H8 -2.242 -2.547 -0.660
H9 -2.380 -1.190 -1.528
H10 -0.582 -4.651 -2.799
H11 -1.046 -4.346 -1.140
H12 1.397 -4.599 -1.392
H13 1.881 -2.573 -0.172
H14 0.590 -3.380 0.353
H15 2.368 -3.810 -3.229
H16 2.292 -2.198 -2.507
O1 -2.681 5.463 -3.877
C7 -3.650 4.706 -3.343
O2 -4.793 4.823 -3.654
C8 -3.231 3.666 -2.331
C9 -4.029 3.496 -1.204
C10 -3.773 2.474 -0.312
C11 -2.722 1.581 -0.542
C12 -1.906 1.773 -1.655
C13 -2.159 2.806 -2.541
N4 -2.449 0.466 0.301
C14 -3.417 -0.053 0.957
C15 -3.268 -1.233 1.803
C16 -4.348 -1.662 2.563
C17 -4.224 -2.812 3.329
C18 -3.026 -3.503 3.280
C19 -1.996 -3.009 2.489
N5 -2.093 -1.893 1.769
H17 -1.822 5.333 -3.463
H18 -4.855 4.175 -1.035
H19 -4.384 2.393 0.578
H20 -1.074 1.098 -1.828
H21 -1.536 2.917 -3.422
H22 -4.431 0.334 0.880
H23 -5.274 -1.102 2.552
H24 -5.049 -3.168 3.930
H25 -2.885 -4.416 3.842
H26 -1.051 -3.533 2.433
O3 1.504 -2.429 4.822
As1 1.629 -1.294 3.519
O4 0.765 -1.958 2.287
O5 -0.804 0.360 2.930
C20 3.539 -1.305 3.318
C21 4.356 -2.038 4.160
C22 5.716 -2.077 3.868
C23 6.226 -1.404 2.765
C24 5.392 -0.666 1.930
C25 4.043 -0.622 2.219
S1 2.867 0.342 1.322
O6 2.192 -0.531 0.314
O7 3.513 1.449 0.697
O8 1.836 0.662 2.348
H27 0.618 -2.660 5.129
H28 3.937 -2.548 5.016
H29 6.381 -2.633 4.514
H30 7.288 -1.436 2.567
H31 5.786 -0.102 1.096
C26 -1.464 3.342 2.257
N6 -0.434 3.839 1.355
C27 -0.257 5.292 1.398
C28 0.327 3.049 0.610
C29 1.416 3.719 -0.179
O9 0.140 1.800 0.503
H32 -1.204 3.598 3.285
H33 -1.551 2.270 2.165
H34 -2.417 3.809 2.012
H35 -1.190 5.741 1.730
H36 -0.020 5.697 0.419
H37 0.525 5.573 2.106
H38 1.867 4.542 0.370
H39 1.008 4.120 -1.110
H40 2.194 3.001 -0.398
N7 2.508 0.946 -3.458
N8 1.739 1.000 -2.249
H41 2.194 1.709 -4.050
H42 3.502 1.097 -3.290
H43 1.797 1.933 -1.851
H44 2.177 0.396 -1.560
O10 0.586 0.002 4.527
N9 -0.449 0.606 4.063

Summary:
- E: -5048.2720 Eh
- E_HOMO: -15.89 eV
- Charge: +3

(7)
ORCA calculation (ωB97M-V with the def2-TZVPD basis set) on a structure of composition C37H47N8O4PS4Sr.

Element x y z (Å)
Sr1 0.207 0.716 0.117
C1 -5.925 4.964 -3.771
C2 -4.613 4.293 -3.463
C3 -4.394 3.687 -2.228
C4 -3.201 3.045 -1.950
C5 -2.209 3.007 -2.921
C6 -2.400 3.609 -4.154
C7 -3.602 4.249 -4.417
S1 -0.700 2.155 -2.570
O1 -0.153 2.758 -1.349
O2 0.131 2.263 -3.749
N1 -1.067 0.694 -2.129
C8 -1.489 -0.298 -2.991
C9 -1.777 -0.104 -4.357
C10 -2.211 -1.173 -5.107
C11 -2.350 -2.424 -4.511
C12 -2.036 -2.520 -3.170
N2 -1.621 -1.501 -2.419
H1 -6.479 5.182 -2.859
H2 -6.549 4.320 -4.395
H3 -5.773 5.898 -4.313
H4 -5.168 3.720 -1.470
H5 -3.034 2.582 -0.985
H6 -1.605 3.572 -4.888
H7 -3.758 4.725 -5.379
H8 -1.639 0.868 -4.806
H9 -2.438 -1.038 -6.157
H10 -2.686 -3.287 -5.069
H11 -2.122 -3.474 -2.655
C13 2.881 3.566 -0.454
C14 3.059 2.401 -1.368
N3 2.630 1.201 -1.114
C15 2.869 0.343 -2.171
C16 3.496 0.909 -3.230
S2 3.800 2.558 -2.911
C17 2.370 -1.039 -2.070
C18 2.626 -2.081 -2.902
S3 1.754 -3.458 -2.386
C19 1.093 -2.560 -1.076
N4 1.498 -1.327 -1.044
C20 0.144 -3.140 -0.084
H12 2.559 3.212 0.525
H13 2.109 4.228 -0.848
H14 3.807 4.128 -0.339
H15 3.753 0.465 -4.177
H16 3.268 -2.110 -3.767
H17 -0.086 -4.179 -0.314
H18 -0.777 -2.552 -0.091
H19 0.579 -3.078 0.915
O3 -1.741 -0.442 1.135
N5 -2.852 0.264 1.038
C21 -3.902 -0.311 0.414
C22 -5.115 0.315 0.314
C23 -5.252 1.585 0.877
C24 -4.165 2.179 1.469
C25 -2.908 1.544 1.537
S4 -1.502 2.301 2.156
H20 -3.688 -1.289 0.010
H21 -5.929 -0.181 -0.194
H22 -6.200 2.105 0.834
H23 -4.222 3.174 1.887
O4 1.478 -0.244 2.017
P1 1.978 -0.775 3.310
N6 3.079 -1.978 3.067
C26 3.990 -1.777 1.922
C27 4.832 -3.042 1.939
C28 5.027 -3.279 3.434
C29 3.664 -2.920 4.035
N7 0.780 -1.395 4.244
C30 0.754 -2.554 5.145
C31 -0.474 -2.300 6.020
C32 -1.402 -1.518 5.096
C33 -0.446 -0.575 4.381
N8 2.717 0.495 4.086
C34 3.192 0.350 5.465
C35 3.427 1.787 5.923
C36 2.322 2.549 5.196
C37 2.300 1.891 3.820
H24 4.620 -0.890 2.070
H25 3.417 -1.637 1.007
H26 5.770 -2.927 1.397
H27 4.271 -3.865 1.491
H28 5.793 -2.600 3.816
H29 5.327 -4.297 3.681
H30 3.777 -2.481 5.028
H31 3.035 -3.807 4.131
H32 1.661 -2.642 5.743
H33 0.634 -3.481 4.574
H34 -0.197 -1.678 6.874
H35 -0.904 -3.227 6.399
H36 -2.189 -0.983 5.624
H37 -1.868 -2.186 4.367
H38 -0.254 0.318 4.992
H39 -0.807 -0.253 3.406
H40 4.101 -0.253 5.511
H41 2.432 -0.133 6.098
H42 4.406 2.127 5.578
H43 3.391 1.890 7.007
H44 2.500 3.622 5.141
H45 1.365 2.388 5.698
H46 3.016 2.368 3.144
H47 1.315 1.930 3.354

Summary:
- E: -4142.1959 Eh
- E_HOMO: -6.92 eV
- Energy above the lowest of the compared OMol25 structures with the same formula, charge and spin: 0.3890 eV